The following is a DFT calculation (ωB97M-V/def2-TZVPD) of an isolated molecule of C8H12N2O7 in a non-equilibrium geometry.

Values from the calculation:
E_HOMO in eV: -10.34
2S+1: 1
E_LUMO in eV: -0.6
SMILES string: N[C@@H](CC(=O)O)C(=O)N[C@@H](CC(=O)O)C(=O)O
Relative energy (zero: lowest compared OMol25 entry of this formula, charge and spin) in kcal per mole: 105.40
Total charge: 0
Kohn-Sham gap in eV: 9.70

Last column: Löwdin charge in e.
CARTESIAN COORDINATES (ANGSTROEM)
C1 2.32028 0.38381 1.16695  -0.28
C2 1.04516 0.78515 0.34268  -0.19
C3 3.61474 0.49709 0.33518  -0.08
C4 3.41665 -0.56301 -0.71750  -0.54
C5 -1.31038 0.23905 0.01318  -0.30
C6 -1.97654 1.55557 -0.06026  -0.42
C7 -2.04470 -0.99810 0.58885  -0.02
C8 -3.33340 -1.50350 -0.29990  -0.48
H1 2.30353 -1.81915 0.91128  0.12
H2 3.13105 -1.25608 2.32228  0.16
H3 2.43948 1.13223 1.96991  0.15
H4 3.52768 1.54406 0.02329  0.12
H5 4.49319 0.27719 1.10170  0.17
H6 2.24367 0.51508 -1.76493  0.14
H7 -0.11328 -0.22681 1.63046  0.12
H8 -1.23253 -0.10047 -1.01145  0.17
H9 -2.14745 -1.01331 1.88565  0.21
H10 -1.19997 -1.78661 0.32668  0.15
H11 -4.17226 -0.04556 0.60861  0.09
H12 -0.50976 2.12278 -0.99312  0.09
N1 2.07894 -1.06589 1.77443  -0.02
N2 -0.19059 0.41566 0.85750  0.13
O1 1.29996 1.26908 -0.88934  -0.05
O2 3.68298 -1.73945 -0.32166  0.00
O3 3.02685 -0.24982 -1.91954  0.09
O4 -3.07448 1.74171 0.50738  0.08
O5 -3.32816 -2.56699 -0.88220  0.11
O6 -4.35755 -0.68585 -0.08477  0.12
O7 -1.29616 2.58530 -0.61601  0.14

Forces on the atoms, in the same order (eV/Å):
C -1.08 -1.67 1.15
C 1.48 -0.51 -2.98
C -0.43 0.21 1.60
C 2.74 -3.13 1.55
C -2.10 -1.04 0.03
C -4.22 2.43 2.42
C 1.07 -2.16 1.04
C 1.68 -0.66 2.57
H -0.78 2.68 2.58
H -3.98 0.72 -1.71
H -0.38 -0.60 0.11
H 0.95 -0.29 -0.44
H -1.73 0.45 -2.09
H 2.30 -1.62 -0.21
H 0.26 -0.07 0.39
H 1.51 0.09 -0.56
H -0.20 0.23 -4.04
H -1.94 1.10 0.94
H 0.44 0.60 -0.06
H 0.22 0.98 -0.20
N 4.36 -0.44 -0.90
N 4.48 0.98 -1.84
O -3.06 -1.11 4.92
O -0.72 2.82 -2.02
O -2.28 1.36 0.09
O 2.63 -0.30 -1.63
O -0.27 2.25 0.38
O -0.89 -1.11 -1.11
O -0.06 -2.17 0.03

The following is a DFT calculation (ωB97M-V/def2-TZVPD) of C3HO2Rh as an isolated structure in a non-equilibrium geometry.

Values from the calculation:
E_HOMO (spin up / spin down) in eV: -20.60 / -21.84
2S+1: 5
E_LUMO (spin up / spin down) in eV: -13.3 / -15.3
Relative energy (zero: lowest compared OMol25 entry of this formula, charge and spin) in kcal per mole: 66.56
Total charge: +2
Kohn-Sham gap (spin up / spin down) in eV: 7.35 / 6.51

Last column: Löwdin charge in e.
CARTESIAN COORDINATES (ANGSTROEM)
O1 1.13149 -0.92842 0.00380  0.01
O2 0.78233 1.22575 0.02549  -0.01
C1 0.32729 0.04428 -0.02234  -0.58
Rh1 2.56181 0.41979 0.01467  1.53
C2 -2.10772 0.64993 0.02947  0.74
C3 -1.12951 -0.19588 -0.10302  0.09
H1 -1.56570 -1.21545 0.05193  0.22

Forces on the atoms, in the same order (eV/Å):
O -2.34 -0.71 -0.14
O -2.39 0.06 -0.15
C -0.10 0.08 0.18
Rh 5.82 0.89 0.09
C 0.55 -0.49 -0.15
C -1.50 0.17 0.28
H -0.04 0.00 -0.12

The following is a DFT calculation (ωB97M-V/def2-TZVPD) of an isolated molecule of C29H28N2O6S in a non-equilibrium geometry.

Values from the calculation:
E_HOMO in eV: -7.84
2S+1: 1
E_LUMO in eV: 0.4
SMILES string: COc1ccc(OC)c(NC(=O)c2cccc(S(=O)(=O)N(Cc3ccccc3)c3ccccc3OC)c2)c1
Relative energy (zero: lowest compared OMol25 entry of this formula, charge and spin) in kcal per mole: 34.51
Total charge: 0
Kohn-Sham gap in eV: 8.28

Last column: Löwdin charge in e.
CARTESIAN COORDINATES (ANGSTROEM)
C1 -6.55214 -3.66696 0.08752  -0.08
H1 -7.30848 -4.41669 0.31448  0.09
O1 -7.15052 -2.42489 0.37898  -0.08
C2 -6.41217 -1.29637 0.19974  -0.27
C3 -5.10064 -1.28146 -0.26333  0.06
C4 -4.42804 -0.07780 -0.40923  -0.14
C5 -5.06489 1.13442 -0.09271  -0.21
C6 -6.37251 1.10939 0.36150  -0.02
C7 -7.04071 -0.09310 0.50669  -0.01
H2 -8.05789 -0.11408 0.86194  0.12
H3 -6.88781 2.02286 0.61083  0.11
O2 -4.30293 2.27261 -0.26432  -0.12
C8 -4.89415 3.51338 0.03150  -0.08
H4 -4.12815 4.26036 -0.17271  0.09
H5 -5.76498 3.70487 -0.60304  0.10
H6 -5.18906 3.57719 1.08364  0.10
N1 -3.11427 0.00409 -0.87603  0.16
C9 -2.20489 -0.99323 -1.04702  -0.42
O3 -2.42273 -2.17314 -0.86840  0.09
C10 -0.86213 -0.48113 -1.46640  -0.12
C11 0.26731 -1.08495 -0.92340  0.01
C12 1.51652 -0.60948 -1.25486  -0.25
C13 1.67665 0.42271 -2.15906  -0.05
C14 0.55613 1.00018 -2.73228  -0.05
C15 -0.70862 0.56179 -2.37517  -0.02
H7 -1.57692 1.01637 -2.83092  0.12
H8 0.66544 1.79728 -3.45235  0.11
H9 2.67505 0.74907 -2.40327  0.12
S1 2.98621 -1.27650 -0.47022  0.72
O4 3.92121 -1.60333 -1.50750  -0.25
O5 2.57865 -2.28962 0.45810  -0.26
N2 3.50836 0.13422 0.29936  -0.16
C16 4.87975 0.42725 0.10742  -0.22
C17 5.27343 1.65439 -0.39205  -0.01
C18 6.61243 1.90256 -0.65051  -0.09
C19 7.54806 0.90910 -0.43045  -0.08
C20 7.16734 -0.32553 0.07038  0.00
C21 5.83265 -0.57075 0.36358  -0.23
O6 5.33715 -1.70641 0.91177  -0.11
C22 6.08201 -2.89667 0.79074  -0.06
H10 6.96102 -2.88520 1.44463  0.09
H11 5.40534 -3.69150 1.09902  0.10
H12 6.38751 -3.06099 -0.24550  0.11
H13 7.91224 -1.08815 0.23595  0.11
H14 8.58966 1.09060 -0.64980  0.10
H15 6.91825 2.86207 -1.03835  0.10
H16 4.52332 2.40668 -0.58385  0.11
C23 2.96088 0.29085 1.63954  -0.13
C24 1.50296 0.64855 1.55325  -0.23
C25 0.53184 -0.15254 2.13674  -0.04
C26 -0.80627 0.19472 2.05478  -0.07
C27 -1.18656 1.34374 1.38384  -0.09
C28 -0.22417 2.13811 0.78233  -0.07
C29 1.11176 1.79423 0.87018  -0.04
H17 1.86510 2.41387 0.40672  0.11
H18 -0.51608 3.03290 0.25148  0.11
H19 -2.22846 1.62227 1.33267  0.09
H20 -1.55488 -0.43384 2.51362  0.11
H21 0.82768 -1.05416 2.65124  0.12
H22 3.09215 -0.63777 2.20664  0.12
H23 3.51698 1.09343 2.13398  0.15
H24 0.17215 -1.90773 -0.23306  0.13
H25 -2.78708 0.95630 -0.96864  0.12
H26 -4.57388 -2.18623 -0.50941  0.09
H27 -6.27335 -3.73990 -0.96804  0.10
H28 -5.66783 -3.84231 0.70712  0.10

Forces on the atoms, in the same order (eV/Å):
C 0.07 -0.17 -0.04
H 0.09 0.01 -0.03
O -0.09 0.24 0.05
C -0.05 0.43 0.03
C -0.12 -0.30 0.03
C -0.24 0.18 0.09
C 0.11 -0.12 -0.02
C 0.18 0.09 -0.06
C -0.01 -0.36 -0.02
H -0.13 0.00 0.05
H -0.01 0.11 0.01
O 0.07 -0.51 -0.08
C -0.06 0.24 0.04
H -0.10 0.00 0.03
H 0.02 -0.02 0.03
H 0.00 -0.02 -0.04
N -0.13 0.51 -0.09
C 0.13 0.16 -0.08
O 0.01 -0.19 0.11
C 0.29 -0.01 -0.19
C -0.07 -0.15 0.00
C 0.23 -0.31 0.19
C -0.03 0.07 -0.20
C 0.20 -0.01 0.00
C -0.07 -0.17 0.12
H -0.08 0.05 -0.03
H 0.03 0.05 -0.06
H 0.10 0.15 -0.10
S -0.70 0.20 -0.72
O 0.02 0.29 0.01
O -0.20 0.21 0.18
N 0.05 -0.70 -0.38
C 0.63 -0.19 -0.13
C 0.02 -0.18 0.08
C 0.07 0.14 -0.01
C -0.04 0.06 -0.04
C -0.07 -0.27 0.13
C 0.08 0.32 0.11
O 0.13 0.44 0.04
C 0.13 -0.23 0.01
H -0.06 -0.01 -0.06
H 0.09 0.00 -0.02
H 0.00 0.02 0.02
H 0.04 -0.09 0.03
H 0.08 0.01 -0.02
H 0.03 0.08 -0.03
H -0.12 0.05 -0.05
C -0.25 -0.08 0.46
C -0.23 0.10 0.32
C 0.15 0.11 0.05
C -0.12 0.02 0.07
C -0.07 -0.04 0.12
C 0.06 0.11 -0.03
C -0.02 -0.04 0.11
H 0.09 0.08 -0.11
H -0.02 0.09 -0.05
H -0.12 0.02 -0.02
H -0.08 -0.07 0.04
H 0.05 -0.14 0.04
H 0.03 0.19 0.09
H -0.01 -0.12 -0.13
H -0.08 -0.07 0.09
H 0.10 -0.19 0.04
H 0.01 -0.06 -0.01
H 0.01 0.00 0.03
H -0.01 0.01 -0.03

The following is a DFT calculation (ωB97M-V/def2-TZVPD) of a 9-piece molecular cluster, C46H71N9O8 overall in a non-equilibrium geometry.

Values from the calculation:
E_HOMO in eV: -7.73
2S+1: 1
E_LUMO in eV: 0.4
SMILES string: C=CC[C@@]1(CCC(N)=O)C(=O)O[C@@](CCCCOC)(COCCOCC)[C@]1(COCC)COc1ccccc1.CC#N.CC#N.CC#N.CC#N.CC#N.CC#N.CC#N.CC#N
Total charge: 0
Kohn-Sham gap in eV: 8.09

Last column: Löwdin charge in e.
CARTESIAN COORDINATES (ANGSTROEM)
C1 -0.75179 3.34850 3.33480  0.00
C2 -0.37929 3.22098 2.03397  -0.14
C3 -0.65260 2.00463 1.15509  -0.11
C4 0.25722 1.94427 -0.10844  -0.21
C5 0.45670 3.25052 -0.90840  -0.09
C6 -0.73330 4.23990 -0.96264  -0.09
C7 -2.04387 3.64044 -1.45221  -0.48
N1 -3.06360 3.22992 -0.55598  0.14
O1 -2.21567 3.54600 -2.65087  0.07
C8 1.63503 1.66168 0.60120  -0.42
O2 2.34169 2.40435 1.20210  0.16
O3 1.97280 0.33834 0.40252  0.05
C9 1.63949 0.12337 -1.00409  -0.28
C10 2.65276 0.89039 -1.86706  -0.08
C11 4.14405 0.56204 -1.64383  -0.15
C12 4.80423 1.22399 -0.40717  -0.15
C13 6.28536 0.79233 -0.41501  -0.25
O4 6.32832 -0.51066 0.14625  -0.19
C14 7.41088 -1.30236 -0.31509  -0.10
C15 1.90188 -1.38020 -1.17311  -0.09
O5 1.98738 -1.78467 -2.54072  -0.11
C16 0.93276 -2.64284 -2.92355  -0.17
C17 1.16955 -4.10617 -2.49627  -0.17
O6 0.39337 -4.37002 -1.33358  -0.16
C18 1.05190 -5.15774 -0.34873  -0.25
C19 0.71881 -4.54748 1.04666  -0.06
C20 0.16776 0.63463 -0.97908  -0.18
C21 -0.72799 -0.40476 -0.24871  -0.16
O7 -2.09368 -0.02079 -0.34692  -0.17
C22 -2.95238 -1.11585 -0.06699  -0.23
C23 -2.84585 -1.52688 1.40961  -0.07
C24 -0.57476 0.75108 -2.33717  -0.07
O8 0.21928 1.23588 -3.43788  -0.05
C25 0.14737 0.46422 -4.56096  -0.29
C26 -1.08307 0.17228 -5.17165  -0.02
C27 -1.16251 -0.59029 -6.33241  -0.10
C28 -0.01202 -1.12478 -6.92173  -0.09
C29 1.21429 -0.83282 -6.32323  -0.09
C30 1.29658 -0.03915 -5.17426  -0.02
H1 -1.79668 3.20037 3.62437  0.00
H2 0.01003 3.61681 4.06705  0.05
H3 0.20183 4.03544 1.59676  0.09
H4 -0.42177 1.14511 1.78765  0.11
H5 -1.71494 1.91791 0.90452  0.10
H6 1.31115 3.81072 -0.51393  0.12
H7 0.71762 3.03966 -1.95019  0.11
H8 -0.47104 5.01362 -1.69097  0.12
H9 -0.91961 4.77294 -0.02403  0.11
H10 -3.48666 2.36565 -0.86397  0.09
H11 -3.75112 3.95395 -0.38356  0.04
H12 2.53803 1.97839 -1.82976  0.12
H13 2.43434 0.61689 -2.89843  0.09
H14 4.37651 -0.50429 -1.69143  0.11
H15 4.66847 1.00859 -2.49927  0.09
H16 4.38295 0.86032 0.52666  0.11
H17 4.71611 2.30417 -0.55327  0.11
H18 6.70571 0.84410 -1.42356  0.08
H19 6.84749 1.49475 0.22215  0.12
H20 7.89944 -0.88928 -1.20062  0.08
H21 8.12847 -1.45419 0.50089  0.08
H22 7.00782 -2.29169 -0.56770  0.08
H23 1.18247 -2.02946 -0.66822  0.11
H24 2.86825 -1.58697 -0.70146  0.14
H25 -0.05018 -2.30410 -2.57685  0.12
H26 0.88689 -2.63599 -4.01827  0.12
H27 2.24584 -4.23213 -2.33685  0.13
H28 0.87153 -4.76144 -3.32683  0.12
H29 2.14002 -5.14494 -0.45226  0.11
H30 0.67362 -6.18536 -0.40077  0.11
H31 -0.10031 -3.83753 0.90468  0.06
H32 0.44375 -5.33807 1.74705  0.06
H33 1.60208 -4.01724 1.40932  0.07
H34 -0.40453 -0.59159 0.78004  0.13
H35 -0.65967 -1.37112 -0.77241  0.11
H36 -2.77031 -1.93903 -0.77037  0.12
H37 -3.96802 -0.74144 -0.23388  0.12
H38 -3.76732 -1.99771 1.75986  0.08
H39 -2.02521 -2.24849 1.50618  0.05
H40 -2.61144 -0.67071 2.04496  0.08
H41 -0.90723 -0.26087 -2.59679  0.12
H42 -1.47533 1.35821 -2.27282  0.11
H43 -2.01480 0.55404 -4.76345  0.12
H44 -2.10761 -0.79451 -6.82388  0.10
H45 -0.02851 -1.74481 -7.80879  0.10
H46 2.13321 -1.22501 -6.74768  0.10
H47 2.29400 0.15672 -4.79916  0.11
C31 -3.99914 3.48824 6.74591  -0.07
C32 -3.85607 3.68431 5.31091  -0.26
N2 -3.74266 3.83495 4.17898  0.14
H48 -3.32203 4.13810 7.29842  0.08
H49 -5.01468 3.70919 7.07126  0.08
H50 -3.77533 2.45902 7.02328  0.08
C33 -0.56132 3.02569 -7.73305  -0.06
C34 -1.21147 2.03527 -8.57708  -0.29
N3 -1.72256 1.24158 -9.22918  0.13
H51 0.41644 3.29574 -8.12968  0.08
H52 -1.15811 3.93420 -7.66436  0.08
H53 -0.41879 2.63951 -6.72307  0.07
C35 -1.93908 -4.43089 4.01058  -0.09
C36 -2.02679 -3.05437 4.47659  -0.28
N4 -2.10273 -1.96669 4.83708  0.14
H54 -1.60885 -5.08896 4.79858  0.03
H55 -2.90229 -4.79235 3.65686  0.07
H56 -1.23124 -4.52092 3.18810  0.06
C37 -2.40996 -7.54201 7.39294  -0.06
C38 -2.26105 -7.33884 5.96017  -0.25
N5 -2.14412 -7.19534 4.82636  0.14
H57 -1.61024 -7.04921 7.94536  0.09
H58 -3.35972 -7.15040 7.75409  0.05
H59 -2.37677 -8.60263 7.63766  0.09
C39 1.25536 -0.21637 4.74220  -0.08
C40 1.83093 -1.09521 5.74937  -0.29
N6 2.28471 -1.78985 6.54208  0.12
H60 0.16574 -0.23593 4.78106  0.06
H61 1.57544 0.81490 4.88523  0.08
H62 1.55623 -0.51804 3.73879  0.08
C41 5.67643 4.86924 -2.91916  -0.07
C42 6.28691 3.56258 -3.11404  -0.26
N7 6.76370 2.53051 -3.26774  0.15
H63 5.49195 5.05985 -1.86256  0.08
H64 6.32174 5.66199 -3.29468  0.08
H65 4.72367 4.93687 -3.44266  0.08
C43 -4.92470 7.39685 -0.64591  -0.07
C44 -4.92845 6.27451 0.28176  -0.27
N8 -4.93147 5.39117 1.01548  0.14
H66 -3.93362 7.84295 -0.71563  0.08
H67 -5.21935 7.07862 -1.64497  0.08
H68 -5.61825 8.17199 -0.32348  0.08
C45 -5.60116 -4.60992 5.35936  -0.06
C46 -5.65301 -5.77613 6.22849  -0.26
N9 -5.69348 -6.68779 6.92412  0.14
H69 -4.59115 -4.20801 5.30384  0.06
H70 -5.91980 -4.86154 4.34851  0.09
H71 -6.25228 -3.81916 5.72872  0.09

Forces on the atoms, in the same order (eV/Å):
C -0.12 -0.20 -0.93
C 0.08 0.16 0.34
C -1.37 0.96 -0.19
C 2.02 -0.25 0.69
C -0.78 0.44 -0.21
C -0.50 0.37 0.34
C -0.42 0.42 -1.10
N 0.82 -0.08 0.53
O 0.27 -0.35 -0.03
C -0.15 -0.63 -0.68
O -0.11 0.22 0.41
O 0.16 0.78 0.06
C 0.16 -0.41 0.59
C 0.23 -0.45 -0.62
C -0.04 0.72 0.27
C 0.68 -1.11 -1.23
C -0.66 0.87 0.86
O 0.31 0.01 -0.71
C -0.33 -0.53 0.47
C 0.18 -0.58 -0.21
O -0.42 0.40 0.35
C 0.20 -0.83 -0.84
C -0.57 0.75 -0.36
O 0.96 -0.07 -0.02
C -0.74 0.24 1.06
C 0.34 -0.35 -0.82
C -1.43 0.09 -0.30
C 0.11 -0.51 -0.52
O 0.31 -0.09 0.01
C -0.68 0.67 0.76
C 0.46 -0.59 -0.52
C 0.27 -0.19 -0.36
O 0.22 -0.09 0.37
C -0.23 -0.51 -1.03
C -0.27 0.04 -0.03
C 0.48 -0.46 -0.39
C 0.41 0.40 0.73
C -0.35 0.16 0.05
C 0.21 -0.01 -0.24
H 0.76 -1.44 0.35
H -0.59 1.53 -0.15
H 1.24 -0.88 0.45
H 0.00 0.07 -0.12
H 0.20 0.06 -0.11
H -0.16 -0.14 0.18
H -0.15 -0.25 0.17
H -0.04 -0.16 -0.01
H 0.13 -0.37 0.09
H -0.25 0.18 -0.32
H 0.07 -0.06 0.34
H -0.18 -0.14 0.26
H -0.09 0.09 0.20
H -0.21 0.03 0.13
H -0.11 -0.17 -0.01
H -0.16 0.44 0.03
H -0.02 -0.01 0.49
H -0.04 -0.23 0.06
H 0.15 -0.18 -0.09
H 0.00 0.07 0.12
H 0.13 0.17 -0.23
H 0.12 0.12 -0.06
H -0.02 0.34 0.16
H -0.08 0.16 -0.05
H 0.12 -0.04 0.14
H 0.17 0.27 0.10
H -0.11 -0.07 0.17
H -0.04 -0.08 0.23
H -0.10 -0.12 -0.40
H 0.23 0.03 -0.10
H 0.00 -0.13 0.20
H 0.01 0.19 0.08
H -0.24 0.06 0.20
H -0.10 0.16 -0.03
H 0.19 0.15 0.08
H 0.09 -0.02 0.16
H 0.17 0.00 -0.21
H 0.10 0.02 -0.03
H -0.16 0.05 0.28
H -0.18 0.02 -0.11
H 0.03 0.14 -0.02
H 0.19 0.00 0.17
H 0.19 0.09 0.15
H -0.08 0.19 0.27
H -0.25 0.10 0.01
H -0.07 0.06 0.03
H -0.20 0.09 0.23
C -0.03 -0.05 0.36
C -0.08 0.01 0.01
N -0.22 0.04 0.14
H 0.04 0.04 -0.12
H -0.02 0.03 -0.12
H 0.03 -0.02 -0.13
C 0.18 0.24 0.24
C 0.01 -0.05 0.03
N -0.02 0.03 -0.04
H -0.02 -0.09 -0.10
H -0.09 -0.07 -0.07
H -0.07 -0.14 -0.05
C 0.07 0.16 -0.26
C 0.00 0.07 -0.13
N 0.00 0.00 0.04
H 0.07 0.08 0.16
H -0.04 0.06 0.04
H 0.02 0.14 0.00
C 0.02 -0.03 0.47
C -0.07 -0.17 -0.02
N -0.07 -0.29 0.20
H 0.07 0.03 -0.15
H -0.06 0.02 -0.21
H 0.01 -0.03 -0.15
C -0.23 0.26 -0.31
C -0.02 0.01 -0.04
N -0.01 -0.02 0.01
H 0.01 -0.12 0.12
H 0.09 -0.05 0.09
H 0.10 -0.08 0.06
C -0.16 0.33 0.07
C -0.02 0.02 0.00
N 0.02 0.04 -0.05
H 0.05 -0.12 0.02
H 0.08 -0.10 -0.03
H 0.02 -0.13 -0.04
C 0.01 0.28 -0.23
C -0.01 0.05 0.02
N -0.04 0.03 -0.13
H 0.04 -0.09 0.09
H -0.01 -0.12 0.05
H -0.03 -0.08 0.10
C -0.02 0.27 -0.24
C 0.00 0.03 0.01
N 0.04 0.01 -0.01
H 0.05 -0.06 0.10
H -0.01 -0.13 0.05
H -0.03 -0.08 0.10